Density functional theory data (the ωB97M-V functional and the def2-TZVPD basis) for a molecular structure, C31H36GaN4S2.

```
74
Properties=species:S:1:pos:R:3:forces:R:3
Ga -0.8050 0.8173 -0.5398 -0.4 -0.7 0.4
C -1.9530 -2.2306 -1.0985 0.1 0.0 -0.1
C -1.3054 -2.0965 -2.4001 -0.2 -0.1 0.1
C -1.4783 -0.8298 -2.8611 -0.3 -0.1 -0.1
C -2.2466 -0.0725 -1.8515 0.9 0.6 0.7
C -2.5607 -1.0570 -0.7792 -0.1 0.1 -0.2
C -3.5553 -0.7914 0.3140 0.2 -0.1 -0.1
C -3.3132 0.8956 -2.2962 -0.1 -0.1 -0.1
C -1.1589 -0.2777 -4.2162 0.0 -0.1 0.1
C -0.6129 -3.2295 -3.0884 0.0 0.2 0.0
C -1.9350 -3.4727 -0.2650 0.0 0.1 0.0
H -3.3044 -1.3230 1.2312 0.0 0.0 0.0
H -4.5447 -1.1218 -0.0138 0.0 0.0 0.1
H -3.6205 0.2746 0.5319 -0.1 0.0 0.1
H -3.7029 1.4829 -1.4664 0.0 0.0 -0.1
H -4.1442 0.3176 -2.7116 0.0 0.1 0.0
H -2.9518 1.5689 -3.0723 0.0 0.0 0.0
H -0.3175 -0.7892 -4.6842 0.0 0.0 0.0
H -0.9309 0.7885 -4.1771 0.0 0.0 0.0
H -2.0178 -0.4056 -4.8806 0.0 0.1 0.0
H 0.0496 -3.7606 -2.4024 0.0 0.0 0.0
H -0.0269 -2.8793 -3.9383 0.0 0.0 0.0
H -1.3417 -3.9472 -3.4707 0.0 0.0 0.0
H -1.1534 -3.3971 0.4963 0.0 -0.1 0.0
H -1.7364 -4.3614 -0.8612 0.0 0.0 0.0
H -2.8875 -3.6138 0.2453 0.0 0.0 0.0
S 5.2699 -2.0477 -1.1264 0.0 0.0 0.2
C 3.7868 -1.0561 -1.1164 -0.1 -0.1 0.0
C 3.6345 0.0248 -0.2566 0.0 0.0 -0.2
C 2.4457 0.7275 -0.2663 0.1 0.3 0.2
N 1.4181 0.3942 -1.0530 -0.8 0.3 -0.1
C 1.5811 -0.6172 -1.9126 0.0 0.0 -0.2
C 2.7463 -1.3554 -1.9879 0.1 0.1 0.1
C 4.8643 -3.0590 0.3077 0.0 0.1 -0.4
C 4.9513 -2.5596 1.5967 0.0 -0.1 0.1
C 4.5899 -3.4039 2.6393 0.0 0.1 -0.1
N 4.1834 -4.6545 2.4604 -0.1 -0.2 0.2
C 4.1276 -5.1259 1.2214 0.0 0.1 -0.1
C 4.4565 -4.3673 0.1040 0.0 0.0 0.1
H 4.4418 0.3320 0.3923 0.0 0.0 0.0
H 2.3132 1.5840 0.3798 0.0 0.0 0.0
H 0.7330 -0.8428 -2.5437 0.1 0.0 0.0
H 2.8421 -2.1570 -2.7063 -0.1 0.0 0.0
H 5.2932 -1.5533 1.7933 0.0 0.0 0.0
H 4.6262 -3.0597 3.6671 0.0 0.0 0.0
H 3.7934 -6.1513 1.1122 0.0 0.0 0.0
H 4.3907 -4.7825 -0.8916 0.0 0.0 0.0
C -3.9365 3.6108 3.0429 0.0 -0.1 0.1
C -3.2759 3.4884 1.7167 0.0 0.0 -0.2
C -3.2780 4.3267 0.6171 0.0 0.0 0.0
C -2.4738 3.7062 -0.3476 0.0 0.1 0.0
N -2.0023 2.5602 0.1411 0.7 -0.5 -0.3
N -2.5086 2.4380 1.3866 -0.1 0.2 0.2
C -2.1760 4.1632 -1.7326 -0.1 0.0 0.1
H -4.3688 4.6022 3.1458 0.0 0.0 0.0
H -3.2202 3.4498 3.8494 0.0 0.1 0.0
H -4.7297 2.8710 3.1580 0.0 0.0 0.0
H -3.7928 5.2678 0.5279 0.0 0.0 0.0
H -2.2158 1.6493 1.9560 0.1 -0.1 -0.1
H -3.0977 4.1804 -2.3149 0.0 0.0 -0.1
H -1.4654 3.4964 -2.2204 0.0 0.0 0.0
H -1.7763 5.1760 -1.7202 0.1 0.0 0.0
S -0.4332 0.0793 1.6298 -0.2 0.1 -0.4
C 0.8217 1.1421 2.3373 -0.1 -0.1 0.0
C 1.9434 0.5149 2.8754 -0.1 0.0 0.1
C 2.9391 1.2634 3.4836 0.0 0.0 0.0
C 2.8266 2.6437 3.5610 0.0 0.0 0.0
C 1.7037 3.2692 3.0412 0.0 0.0 -0.1
C 0.7027 2.5265 2.4294 0.1 0.0 0.0
H 2.0239 -0.5634 2.8158 0.0 0.0 0.0
H 3.8072 0.7658 3.8964 0.0 0.0 0.0
H 3.6050 3.2274 4.0334 0.0 0.0 0.0
H 1.5952 4.3436 3.1134 0.0 0.0 0.0
H -0.1511 3.0428 2.0200 -0.1 0.0 0.0
```
Forces are in eV/Å.

- Total charge: +1
- ΔE to the lowest compared entry with this formula, charge and spin: 36.6 kcal per mole
- Highest occupied orbital energy: -10.457 eV

Density functional theory data (the ωB97M-V functional and the def2-TZVPD basis) for a molecular structure, C31H36MoN7O4S.

```
80
Properties=species:S:1:pos:R:3:forces:R:3
Mo -0.7595 -0.1450 -0.3559 0.0 -0.1 0.1
O -0.7057 -0.0276 1.6386 -0.1 0.0 -0.1
C -0.0426 -0.7681 2.5184 -0.1 0.0 0.0
C -0.7262 -1.6475 3.3643 0.1 0.0 0.0
C -0.0307 -2.4080 4.2904 -0.1 0.0 0.0
C 1.3513 -2.3117 4.3984 0.1 0.0 0.0
C 2.0379 -1.4467 3.5635 0.0 0.0 0.0
C 1.3531 -0.6819 2.6250 0.0 0.0 0.0
C 2.1692 -0.2764 -0.0475 -0.1 -0.1 -0.1
N 1.0654 0.1062 -0.9017 0.3 0.0 -0.1
C 1.4436 0.1059 -2.3340 0.0 0.1 0.1
C 0.2762 -0.4496 -3.1366 0.0 0.0 0.0
N -0.9150 0.1103 -2.5088 0.0 0.0 0.1
C -1.6452 0.9410 -3.1528 0.1 -0.1 0.1
C -2.6738 1.7615 -2.5615 -0.1 0.0 -0.1
C -3.5620 2.4383 -3.4111 0.1 0.0 0.1
C -4.5197 3.2865 -2.9057 0.0 0.0 0.0
C -4.5825 3.4928 -1.5267 0.0 0.0 0.0
C -3.7025 2.8610 -0.6715 0.0 0.0 -0.1
C -2.7366 1.9868 -1.1758 0.0 0.0 0.0
O -1.9077 1.4058 -0.3066 -0.1 0.3 0.0
H -1.8055 -1.6992 3.2911 0.0 0.0 0.0
H -0.5764 -3.0762 4.9448 0.0 0.0 0.0
H 1.8862 -2.9004 5.1310 0.0 0.0 0.0
H 3.1140 -1.3480 3.6306 0.0 0.0 0.0
H 3.0896 0.0948 -0.5098 0.0 0.0 0.0
H 2.3332 -0.5087 -2.4950 0.0 0.0 0.0
H 1.6532 1.1345 -2.6343 0.0 0.0 0.0
H 0.2389 -1.5384 -3.0483 0.0 0.0 0.0
H 0.3480 -0.1787 -4.1924 0.0 0.0 0.0
H -1.4611 1.0705 -4.2202 0.0 0.0 0.0
H -3.4783 2.2778 -4.4795 0.0 0.0 0.0
H -5.2043 3.7959 -3.5689 0.0 0.0 0.0
H -5.3214 4.1692 -1.1167 0.0 0.0 0.0
H -3.7213 3.0365 0.3953 0.0 0.0 0.0
C 3.6506 -4.1511 1.7340 0.0 0.0 0.0
C 3.8695 -3.6637 0.3093 0.0 0.0 0.0
N 3.5406 -2.2535 0.1319 0.0 0.0 0.0
C 2.2851 -1.7865 0.0398 0.0 0.0 0.0
S 2.2276 0.4728 1.6150 0.0 0.0 0.0
N 1.3249 -2.6580 0.0193 0.0 0.1 0.0
N 0.0118 -2.2336 -0.0596 0.0 -0.1 -0.1
C -0.8473 -3.1791 0.1359 0.0 0.0 0.0
C -0.5074 -4.5918 0.4696 0.0 0.0 0.0
C -2.2640 -2.7885 0.0398 0.0 -0.1 0.0
C -3.3016 -3.6927 0.2043 0.0 0.0 0.0
C -4.6097 -3.2480 0.1035 0.0 0.0 0.0
C -4.8445 -1.9086 -0.1532 0.0 0.0 0.0
C -3.7611 -1.0616 -0.3014 -0.1 0.1 0.0
N -2.5003 -1.4913 -0.2137 0.0 0.1 0.0
H 3.8802 -5.2148 1.8020 0.0 0.0 0.0
H 4.2972 -3.6197 2.4328 0.0 0.0 0.0
H 2.6168 -3.9944 2.0406 0.0 0.0 0.0
H 4.9105 -3.7858 0.0127 0.0 0.0 0.0
H 3.2597 -4.2343 -0.3906 0.0 0.0 0.0
H 4.2710 -1.5741 0.2644 0.0 0.0 0.0
H 0.5630 -4.7487 0.4377 0.0 0.0 0.0
H -0.8729 -4.8158 1.4749 0.0 0.0 0.0
H -0.9974 -5.2781 -0.2221 0.0 0.0 0.0
H -3.0886 -4.7298 0.4131 0.0 0.0 0.0
H -5.4325 -3.9386 0.2278 0.0 0.0 0.0
H -5.8468 -1.5144 -0.2322 0.0 0.0 0.0
H -3.9040 -0.0066 -0.4853 0.0 0.0 0.0
O 0.3841 3.0041 -2.2573 -0.1 0.0 0.0
C 0.3405 3.8610 -1.4077 0.1 0.1 -0.1
O -0.7891 4.2848 -0.8636 0.0 0.0 0.0
C 1.5847 4.5874 -0.8999 0.0 0.0 0.0
N 1.2441 5.3533 0.3084 0.0 0.0 0.0
C 1.8123 4.5942 1.4373 0.0 0.0 0.0
C 3.1104 4.0013 0.8964 0.0 0.0 0.0
C 2.7327 3.6140 -0.5383 0.0 0.0 0.0
H 1.8706 5.2658 -1.7063 0.0 0.0 0.0
H -0.5002 4.9459 -0.1853 0.0 0.0 0.0
H 1.6579 6.2753 0.2682 0.0 0.0 0.0
H 1.1157 3.7953 1.7076 0.0 0.0 0.0
H 1.9415 5.2413 2.3025 0.0 0.0 0.0
H 3.4620 3.1527 1.4809 0.0 0.0 0.0
H 3.8939 4.7622 0.8969 0.0 0.0 0.0
H 2.3600 2.5882 -0.5889 0.0 0.0 0.0
H 3.5665 3.7001 -1.2317 0.0 0.0 0.0
```
Forces are in eV/Å.

- Total charge: +1
- ΔE to the lowest compared entry with this formula, charge and spin: 16.8 kcal per mole
- 2S+1: 3
- Highest occupied orbital energy (alpha / beta): -10.246 / -10.518 eV